(1)
Density functional theory data (wB97M-V/def2-TZVPD) for a cluster of 10 separate species, C39H85ClN10O12P in total at a distorted geometry.

E_LUMO, eV: 1.472
Maximum force, Eh/bohr: 0.0361
Calculated total energy, eV: -103106.94256
HOMO, Ha: -0.1595
Orbital gap, eV: 5.81
2S+1: 1
Charge: -1

Positions of all 148 atoms, in Å:
N 4.5511 -0.0919 2.4826
C 4.1735 -1.5051 2.6827
C 3.3485 -2.1156 1.5402
O 4.1829 -2.9762 0.7796
C 2.0706 -2.7988 2.0703
P 1.5954 -4.4462 1.2202
Cl 1.1690 -6.5067 0.1544
C 1.0105 -5.2465 2.8708
C 2.1880 -5.8783 3.5781
O 1.9152 -6.0635 4.9972
C -0.1940 -3.8580 0.7512
O -1.1819 -4.1085 1.7780
C -2.1657 -3.2170 2.0225
C -1.9650 -1.8824 2.3324
C -3.0331 -1.0543 2.6434
C -4.3190 -1.5699 2.6429
C -4.5386 -2.8970 2.3262
C -3.4672 -3.7073 2.0236
H 4.1959 0.2655 1.6076
H 4.1096 0.4692 3.1928
H 3.6294 -1.5618 3.6146
H 5.0705 -2.0960 2.8349
H 3.0628 -1.3090 0.8793
H 4.6196 -3.5859 1.3751
H 1.2638 -2.0891 1.9577
H 2.2063 -2.9936 3.1290
H 2.0197 -3.9516 -0.0543
H 2.9130 -5.0007 1.4630
H 0.6007 -4.5258 3.5638
H 0.3087 -6.0410 2.6875
H 2.3837 -6.8629 3.1883
H 3.0558 -5.2269 3.5172
H 1.9542 -5.1847 5.3778
H -0.1784 -2.8255 0.4154
H -0.4944 -4.4453 -0.1061
H -0.9736 -1.4719 2.3444
H -2.8367 -0.0340 2.9032
H -5.1357 -0.9237 2.9108
H -5.5385 -3.2885 2.3464
H -3.6224 -4.7477 1.8057
C -3.4533 1.6335 0.1780
C -2.7340 2.4004 1.2545
O -1.7627 1.9429 1.8406
N -3.2160 3.6352 1.5504
C -4.3431 4.3302 0.9332
H -2.9591 0.6747 0.0522
H -4.4924 1.4568 0.4584
H -3.4256 2.1810 -0.7580
H -2.7066 4.1006 2.2834
H -4.0047 5.2647 0.4915
H -5.0934 4.5569 1.6898
H -4.7966 3.7273 0.1568
C -7.3170 7.4285 2.1901
C -6.3744 7.4211 1.0099
O -6.2292 6.4288 0.3089
N -5.6880 8.5616 0.7491
C -5.7343 9.8254 1.4609
H -7.7838 6.4517 2.2619
H -6.7760 7.6282 3.1154
H -8.0943 8.1814 2.0571
H -5.0765 8.4968 -0.0495
H -6.0538 10.6188 0.7842
H -4.7429 10.0753 1.8411
H -6.4255 9.7731 2.2944
C 3.3698 -5.5999 10.2231
C 2.6417 -5.5154 8.8967
O 1.6686 -4.7931 8.7487
N 3.1171 -6.2728 7.8796
C 4.2550 -7.1688 7.8885
H 2.8734 -4.9406 10.9277
H 3.3434 -6.6174 10.6147
H 4.4076 -5.2824 10.1152
H 2.6017 -6.1900 7.0127
H 4.9849 -6.8516 7.1418
H 3.9329 -8.1817 7.6409
H 4.7330 -7.1814 8.8622
C -7.0494 3.8815 -4.3268
C -6.3916 4.6659 -3.2168
O -5.4196 4.2349 -2.6227
N -6.9245 5.8824 -2.9218
C -8.0580 6.5324 -3.5491
H -6.5133 2.9462 -4.4502
H -8.0890 3.6624 -4.0805
H -7.0097 4.4338 -5.2666
H -6.4548 6.3618 -2.1662
H -7.7491 7.4865 -3.9840
H -8.8299 6.7353 -2.8045
H -8.4782 5.9094 -4.3310
C 5.9183 -4.9952 -0.9333
C 7.2131 -5.7425 -1.1447
O 7.4527 -6.8149 -0.6072
N 8.1329 -5.1704 -1.9677
C 8.0348 -3.9148 -2.6950
H 5.2854 -5.5653 -0.2597
H 6.1090 -4.0168 -0.4931
H 5.3872 -4.8644 -1.8765
H 8.9770 -5.7108 -2.0605
H 8.1364 -4.1085 -3.7671
H 8.8314 -3.2450 -2.3824
H 7.0861 -3.4279 -2.5101
C 7.0726 0.0566 0.4377
C 8.0517 -0.1485 -0.6920
O 8.0800 -1.1732 -1.3550
N 8.9196 0.8675 -0.9623
C 9.0326 2.1476 -0.2918
H 6.4506 -0.8272 0.5325
H 7.5936 0.2156 1.3814
H 6.4297 0.9120 0.2302
H 9.5444 0.6719 -1.7273
H 8.8640 2.9600 -1.0017
H 10.0327 2.2635 0.1313
H 8.3049 2.2264 0.5075
C 3.2435 -4.2703 -4.8606
C 2.3964 -4.5800 -3.6394
O 1.9031 -3.6888 -2.9730
N 2.2149 -5.8855 -3.3365
C 2.7309 -7.0319 -4.0556
H 3.2964 -3.1920 -4.9746
H 4.2554 -4.6595 -4.7400
H 2.7986 -4.6985 -5.7602
H 1.6609 -6.0853 -2.5103
H 1.9061 -7.6623 -4.3952
H 3.3667 -7.6269 -3.3971
H 3.3121 -6.7239 -4.9181
C -3.0399 1.9476 -4.1127
C -2.7076 1.3782 -5.4666
O -2.9011 1.9949 -6.5090
N -2.1788 0.1362 -5.4630
C -1.9026 -0.7086 -4.3055
H -3.4572 2.9437 -4.2265
H -3.7729 1.3208 -3.6097
H -2.1381 2.0125 -3.5036
H -1.9609 -0.2200 -6.3796
H -0.8453 -0.9530 -4.2574
H -2.4637 -1.6401 -4.3827
H -2.1861 -0.2063 -3.3882
C -4.0557 10.4195 -4.8039
C -4.6876 9.7707 -3.5950
O -5.1461 10.4282 -2.6702
N -4.7302 8.4173 -3.5633
C -4.2435 7.4609 -4.5456
H -4.0987 11.4960 -4.6767
H -3.0128 10.1175 -4.9019
H -4.5951 10.1502 -5.7123
H -5.1652 8.0517 -2.7322
H -5.0755 6.8456 -4.8902
H -3.5029 6.8158 -4.0733
H -3.7914 7.9519 -5.3997

=====

(2)
Density functional theory data (wB97M-V/def2-TZVPD) for a cluster of 2 separate species, C5H10O7 in total at a distorted geometry.

E_LUMO (alpha / beta), eV: -3.510 / -1.861
Maximum force, Eh/bohr: 0.0751
Calculated total energy, eV: -19666.23486
HOMO (alpha / beta), Ha: -0.3738 / -0.3845
Orbital gap (alpha / beta), eV: 6.66 / 8.60
2S+1: 1
ΔE to the lowest compared entry with this formula, charge and spin, kJ/mol: 504.08

Positions of all 22 atoms, in Å:
C 0.5216 0.6343 -1.4256
C 0.0631 0.0751 -0.0524
C 1.3461 0.1022 0.8047
O 2.4524 -0.4800 0.1917
O 3.4133 -0.8422 1.2591
C -1.1228 0.9238 0.4121
C -1.5936 -0.1518 1.4660
O -2.7529 -0.5680 1.6249
O -2.0589 1.0124 -0.6212
O -3.3520 1.3110 -0.0463
O -0.6999 -0.9802 0.3040
O 0.2408 -2.9800 -3.0815
H 0.6914 1.7035 -1.2078
H 1.4894 0.2748 -1.7699
H -0.1929 0.5785 -2.2346
H 1.5188 1.1476 0.9567
H 1.1477 -0.4177 1.7746
H 4.1789 -1.1147 0.7165
H -0.8579 1.9577 0.6550
H -0.7156 -0.2637 2.1435
H -3.5096 0.4716 0.4675
H -0.2074 -2.3941 -2.3370

=====

(3)
Density functional theory data (wB97M-V/def2-TZVPD) for an isolated molecule of C2H2 at a distorted geometry.

E_LUMO, eV: 1.197
Maximum force, Eh/bohr: 0.0595
Calculated total energy, eV: -2103.47466
HOMO, Ha: -0.3901
Orbital gap, eV: 11.81
2S+1: 1
ΔE to the lowest compared entry with this formula, charge and spin, kJ/mol: 57.92

Positions of all 4 atoms, in Å:
C -0.6001 0.1073 -0.1029
C 0.6214 -0.1297 -0.0961
H -1.6680 -0.2510 0.1048
H 1.6468 0.2735 0.0941

=====

(4)
Density functional theory data (wB97M-V/def2-TZVPD) for a cluster of 2 separate species, CH2BrClO in total at a distorted geometry.

E_LUMO, eV: 0.293
Maximum force, Eh/bohr: 0.0732
Calculated total energy, eV: -85679.51804
HOMO, Ha: -0.3440
Orbital gap, eV: 9.65
2S+1: 1
ΔE to the lowest compared entry with this formula, charge and spin, kJ/mol: 171.31

Positions of all 6 atoms, in Å:
C 1.1087 1.5888 0.0553
O -0.0632 1.5037 -0.2669
Cl -1.6538 -1.3586 -0.1010
Br 1.8870 -0.2381 0.1526
H -0.8678 -2.0958 0.6849
H -0.4109 0.5999 -0.5250

=====

(5)
Density functional theory data (wB97M-V/def2-TZVPD) for a structure of composition C40H45F5N5O2P2S2Ti.

E_LUMO, eV: -3.391
Maximum force, Eh/bohr: 0.0179
Calculated total energy, eV: -130704.19399
HOMO, Ha: -0.3810
Orbital gap, eV: 6.98
2S+1: 1
Charge: +1
ΔE to the lowest compared entry with this formula, charge and spin, kJ/mol: 81.08

Positions of all 102 atoms, in Å:
Ti 0.2109 -0.1736 0.5355
C 3.1258 4.1413 0.0647
C 2.8551 2.6595 0.3437
C 2.7218 2.4931 1.8548
P 1.3855 1.9460 -0.5224
C 1.7670 1.8134 -2.3179
C 2.7002 2.8572 -2.9289
C 0.4881 1.6881 -3.1401
C 0.0758 3.1338 -0.1782
C -0.0831 4.3997 -0.7325
C -1.0904 5.2427 -0.2879
C -1.9265 4.8190 0.7366
C -1.7896 3.5565 1.2959
C -0.7989 2.7038 0.8231
N -0.6695 1.3566 1.2704
C -1.4872 0.9231 2.3704
C -1.3784 1.5077 3.6310
C -2.1824 1.0497 4.6565
C -3.0850 0.0084 4.4342
C -3.1740 -0.5813 3.1868
C -2.3752 -0.1252 2.1365
P -2.2844 -0.8083 0.4521
C -3.4283 0.2196 -0.5844
C -4.6201 0.7500 0.2134
C -2.7743 1.3402 -1.3881
C -3.2379 -2.3989 0.5134
C -3.4044 -3.0762 -0.8510
C -2.8131 -3.4604 1.5284
H 4.0061 4.4407 0.6365
H 2.2944 4.7543 0.4143
H 3.3147 4.3795 -0.9760
H 3.6987 2.0557 -0.0142
H 1.8959 3.1002 2.2345
H 3.6341 2.8449 2.3392
H 2.5462 1.4701 2.1606
H 2.2831 0.8462 -2.3653
H 2.2869 3.8652 -2.8855
H 2.8432 2.6129 -3.9831
H 3.6838 2.8656 -2.4630
H -0.0895 2.6150 -3.1163
H -0.1518 0.8753 -2.8055
H 0.7547 1.4864 -4.1790
H 0.5860 4.7333 -1.5151
H -1.2158 6.2218 -0.7280
H -2.7098 5.4719 1.0984
H -2.4736 3.2349 2.0686
H -0.6631 2.3035 3.7955
H -2.1048 1.4973 5.6386
H -3.7162 -0.3403 5.2401
H -3.8715 -1.3924 3.0282
H -3.7951 -0.5176 -1.2996
H -4.3026 1.4990 0.9411
H -5.1643 -0.0283 0.7496
H -5.3238 1.2289 -0.4699
H -2.8132 2.2886 -0.8542
H -3.3081 1.4698 -2.3309
H -1.7375 1.1334 -1.6415
H -4.2193 -2.0076 0.8149
H -2.4741 -3.5424 -1.1653
H -3.7404 -2.4147 -1.6460
H -4.1543 -3.8614 -0.7383
H -1.9561 -4.0193 1.1606
H -3.6461 -4.1566 1.6480
H -2.5532 -3.0686 2.5092
N 2.2036 -3.3041 -7.3853
C 1.7129 -3.0209 -6.1430
C 0.6585 -2.1154 -5.9803
C 0.1827 -1.8160 -4.7212
C 0.7525 -2.4098 -3.5929
C 1.7928 -3.3268 -3.7467
C 2.2676 -3.6221 -5.0035
S 0.0134 -2.0779 -2.0517
O -0.0899 -3.3014 -1.3067
O -1.1684 -1.2900 -2.3076
N 0.9672 -1.0174 -1.1821
C 2.1980 -1.3587 -0.6302
N 3.0481 -2.2187 -1.1623
C 4.1810 -2.3997 -0.4911
C 4.4835 -1.7342 0.6905
C 3.5275 -0.8687 1.1761
N 2.3873 -0.6788 0.5162
H 1.7014 -3.0037 -8.2005
H 2.8413 -4.0694 -7.5082
H 0.2092 -1.6529 -6.8501
H -0.6362 -1.1226 -4.6067
H 2.2181 -3.8146 -2.8852
H 3.0723 -4.3374 -5.1188
H 4.8808 -3.1107 -0.9147
H 5.4119 -1.8964 1.2152
H 3.6545 -0.3318 2.1077
F 0.9182 -1.4280 7.5156
C 0.7726 -1.6238 6.2098
C 1.0639 -0.6083 5.3153
F 1.4805 0.5803 5.7506
C 0.8973 -0.8426 3.9662
F 1.1533 0.1776 3.1076
C 0.4421 -2.0360 3.4439
S 0.1999 -2.3262 1.7254
C 0.1604 -3.0372 4.3679
F -0.2852 -4.2226 3.9534
C 0.3205 -2.8427 5.7296
F 0.0337 -3.8210 6.5806

=====

(6)
Density functional theory data (wB97M-V/def2-TZVPD) for a cluster of 2 separate species, C4H8O5P2 in total at a distorted geometry.

E_LUMO (alpha / beta), eV: 5.639 / 5.639
Maximum force, Eh/bohr: 0.0595
Calculated total energy, eV: -33093.73789
HOMO (alpha / beta), Ha: 0.0287 / 0.0286
Orbital gap (alpha / beta), eV: 4.86 / 4.86
2S+1: 1
Charge: -2
ΔE to the lowest compared entry with this formula, charge and spin, kJ/mol: 0.00

Positions of all 19 atoms, in Å:
C -3.5499 0.2585 -0.0038
C -2.5887 0.4513 -0.9636
C 0.8015 -1.4884 1.1822
C -1.7023 1.4996 -1.0609
O 2.5621 -1.3994 -1.3863
O 4.0216 0.6991 -1.2021
O 1.8168 2.1282 1.0527
O 3.7238 -0.8512 0.8271
O 0.9857 -0.1425 1.5351
P 1.4170 0.9084 0.3495
P 3.2766 -0.4040 -0.5296
H -4.1921 -0.6117 -0.0109
H -3.6417 0.9244 0.8395
H -2.5478 -0.2949 -1.7581
H 1.1486 -1.6759 0.1678
H -0.2613 -1.7421 1.2723
H 1.3950 -2.0988 1.8709
H -1.6586 2.2650 -0.3048
H -1.0067 1.5743 -1.8769

=====

Q: Among the records above, which one has the lowest calculated total energy?
A: C40H45F5N5O2P2S2Ti